Formula: C6H10O
Source: the Open Molecules 2025 dataset
Level of theory: ωB97M-V with the def2-TZVPD basis set

Last columns: bonded neighbours and bond lengths (Å).
Cartesian coordinates (Å):
1 C -1.91997 0.20074 0.82312  C2 1.330, H8 1.088, H9 1.087
2 C -1.40815 1.03616 -0.07645  C1 1.330, C3 1.512, H10 1.091
3 C 0.02050 1.53062 -0.03988  C2 1.512, C4 1.505, H11 1.097, H12 1.090
4 C 0.79373 0.72933 -1.05260  C3 1.505, C5 1.340, H13 1.091
5 C 1.55046 -0.35237 -0.82032  C4 1.340, C6 1.478, H14 1.089
6 C 1.83072 -0.94747 0.50378  C5 1.478, O7 1.215, H15 1.110
7 O 1.41705 -0.55220 1.57597  C6 1.215
8 H -1.33026 -0.14188 1.67094  C1 1.088
9 H -2.93318 -0.18165 0.72770  C1 1.087
10 H -2.00722 1.34207 -0.93493  C2 1.091
11 H 0.06096 2.59449 -0.30556  C3 1.097
12 H 0.43956 1.39421 0.95705  C3 1.090
13 H 0.64997 1.02546 -2.09278  C4 1.091
14 H 1.99146 -0.87805 -1.66532  C5 1.089
15 H 2.48122 -1.84679 0.46895  C6 1.110
16 H -0.94564 -1.91477 -0.22401  H17 0.745
17 H -0.53039 -2.48002 -0.47432  H16 0.745

Properties
Multiplicity   1
Highest occupied orbital energy   -9.662 eV
Structure (SMILES)   C=CC/C=C\C=O.[H][H]
LUMO level   0.12 eV
Relative energy (zero: lowest compared OMol25 entry of this formula, charge and spin)   2.1696 eV